{"formula": "C32H74N10O16", "method": "wB97M-V/def2-TZVPD", "total_energy_ha": -3015.19551, "charge": 0, "smiles": "COC(=O)OC.COC(=O)OC.CNC(C)=O.CNC(C)=O.CNC(C)=O.CNC(C)=O.CNC(C)=O.CNC(C)=O.CC(N)=O.CC(N)=O.CC(N)=O.CC(N)=O", "e_homo_ev": -9.13, "e_above_lowest_kcal_mol": 138.0, "homo_lumo_gap_ev": 9.27, "symbols": ["C", "O", "C", "O", "O", "C", "H", "H", "H", "H", "H", "H", "C", "O", "C", "O", "O", "C", "H", "H", "H", "H", "H", "H", "C", "N", "C", "C", "O", "H", "H", "H", "H", "H", "H", "H", "C", "N", "C", "C", "O", "H", "H", "H", "H", "H", "H", "H", "C", "N", "C", "C", "O", "H", "H", "H", "H", "H", "H", "H", "C", "N", "C", "C", "O", "H", "H", "H", "H", "H", "H", "H", "C", "N", "C", "C", "O", "H", "H", "H", "H", "H", "H", "H", "C", "N", "C", "C", "O", "H", "H", "H", "H", "H", "H", "H", "C", "C", "N", "O", "H", "H", "H", "H", "H", "C", "C", "N", "O", "H", "H", "H", "H", "H", "C", "C", "N", "O", "H", "H", "H", "H", "H", "C", "C", "N", "O", "H", "H", "H", "H", "H"], "coordinates": [[-2.49087, 2.66215, 2.46230], [-1.17595, 2.21258, 2.14399], [-0.98770, 0.97092, 1.66298], [-1.88983, 0.15747, 1.45781], [0.24672, 0.80759, 1.26490], [0.80923, -0.39523, 0.80339], [-3.35323, 2.17112, 2.01139], [-2.45677, 3.71845, 2.19550], [-2.72596, 2.55099, 3.52083], [0.17204, -0.85794, 0.04974], [1.06356, -1.06095, 1.62814], [1.74011, -0.13313, 0.30052], [-4.62630, -0.89384, 2.79739], [-5.86566, -1.62086, 2.62299], [-6.21659, -2.25420, 1.43602], [-7.30642, -2.80667, 1.10997], [-5.12032, -2.27837, 0.57581], [-5.23020, -2.87641, -0.73338], [-3.81365, -1.57247, 3.05651], [-4.75784, -0.27938, 3.68804], [-4.42195, -0.16870, 2.00967], [-5.37108, -3.89550, -0.37322], [-4.23718, -2.85610, -1.18239], [-6.03433, -2.37735, -1.27415], [-0.24530, 6.06501, -2.61654], [-0.99167, 4.75542, -2.50225], [-1.37263, 4.23742, -1.30892], [-2.22946, 3.04340, -1.51428], [-1.09119, 4.73397, -0.20852], [-0.75851, 6.80804, -3.22697], [0.72282, 5.74485, -3.00167], [-0.20745, 6.63592, -1.68878], [-0.88293, 4.16060, -3.31125], [-1.88615, 2.34454, -2.27706], [-3.28760, 3.19254, -1.72921], [-2.19755, 2.58634, -0.52525], [-2.25639, -0.85413, -5.35473], [-2.03375, -0.55843, -3.98376], [-2.75436, -0.87325, -2.92162], [-2.15051, -0.75514, -1.51473], [-3.86309, -1.24351, -3.00194], [-3.15622, -1.42836, -5.57535], [-1.46483, -1.48204, -5.76372], [-2.42358, 0.05812, -5.92739], [-1.13722, -0.14492, -3.77081], [-2.91437, -0.46372, -0.79382], [-1.47150, 0.04716, -1.22599], [-1.98236, -1.66074, -0.93188], [2.12141, -3.54958, -1.17683], [2.46509, -3.82138, -2.55052], [2.40124, -5.02526, -3.10741], [3.00216, -5.17943, -4.48588], [2.05033, -6.04572, -2.50939], [2.68500, -2.74385, -0.70644], [2.33603, -4.36239, -0.48301], [1.06057, -3.30270, -1.13486], [3.04481, -3.15260, -3.03712], [3.83424, -4.53044, -4.75898], [2.22266, -5.10588, -5.24421], [3.45272, -6.16614, -4.59316], [-1.89945, -3.18793, 2.75778], [-1.06631, -4.08250, 2.04553], [0.02304, -4.72467, 2.46131], [0.47876, -5.85574, 1.57899], [0.57418, -4.32265, 3.48943], [-2.04883, -3.66394, 3.72691], [-2.87919, -3.07313, 2.29407], [-1.38832, -2.23227, 2.87418], [-1.42588, -4.37279, 1.14745], [0.40095, -6.82211, 2.07717], [1.51590, -5.73690, 1.26543], [-0.25968, -6.08458, 0.81059], [6.64606, -1.85963, 0.28423], [5.35184, -1.69679, -0.34773], [5.00469, -0.75755, -1.23416], [6.04116, 0.28037, -1.75106], [3.79720, -0.74458, -1.59398], [7.50273, -1.47020, -0.26582], [6.96878, -2.87480, 0.51534], [6.57446, -1.30443, 1.21950], [4.66132, -2.37605, -0.06157], [5.48700, 1.19162, -1.97605], [6.61737, -0.14595, -2.57224], [6.78901, 0.54364, -1.00306], [1.88080, 2.08669, 3.81782], [3.17899, 2.26797, 3.20938], [3.94292, 1.41096, 2.41928], [5.14693, 2.06353, 1.71861], [3.52760, 0.28352, 2.21684], [1.96599, 1.87376, 4.88341], [1.33241, 1.23158, 3.42266], [1.39266, 3.06126, 3.81098], [3.51193, 3.22145, 3.19790], [5.28791, 3.10575, 2.00500], [4.83681, 2.19008, 0.68135], [6.06190, 1.47239, 1.68029], [-5.16669, 1.25269, -0.35852], [-5.69065, 2.71887, -0.15132], [-6.49349, 3.18767, -1.07039], [-5.28316, 3.43637, 0.74295], [-5.77004, 0.54252, 0.20694], [-4.19092, 1.17797, 0.12146], [-5.04256, 1.04298, -1.42094], [-6.83050, 4.13892, -1.02964], [-6.98355, 2.61705, -1.74442], [3.82321, -5.05772, 3.14671], [3.54855, -3.77594, 2.41677], [2.85705, -2.75740, 2.92293], [4.00175, -3.69915, 1.30282], [3.66078, -5.81273, 2.37750], [3.02051, -5.27884, 3.85019], [4.83351, -4.97008, 3.54634], [2.76033, -1.90487, 2.39007], [2.07122, -3.01117, 3.50445], [-2.46758, 6.83626, 2.18285], [-1.49134, 7.82904, 1.60459], [-0.28480, 7.42344, 1.27224], [-1.67670, 9.06441, 1.71796], [-3.00022, 7.38358, 2.96056], [-1.90709, 6.02551, 2.64830], [-3.15584, 6.41301, 1.45124], [0.25318, 8.25030, 1.05549], [-0.12139, 6.48326, 0.94141], [2.05049, 2.01321, -1.97924], [1.06554, 1.18142, -2.76175], [1.32991, -0.09658, -2.68427], [0.17320, 1.69559, -3.43386], [2.35034, 2.70370, -2.76753], [2.91313, 1.43625, -1.64595], [1.63195, 2.71843, -1.26119], [0.82789, -0.72055, -3.29969], [2.26005, -0.27072, -2.33128]], "mulliken_charge": [-0.193, -0.128, 0.439, -0.162, -0.295, 0.284, -0.092, -0.064, 0.399, -0.226, 0.085, -0.026, -0.002, -0.424, 0.608, -0.612, 0.076, -0.655, -0.005, 0.366, -0.020, 0.339, 0.111, 0.260, -0.851, -0.173, 0.052, 0.218, -0.506, 0.294, 0.329, 0.235, 0.314, 0.125, 0.357, -0.393, -1.193, -0.091, 0.279, 0.556, -0.605, 0.408, 0.319, 0.323, -0.102, -0.390, -0.079, 0.379, -0.228, -0.043, 0.689, -1.131, -0.657, -0.441, 0.305, 0.182, 0.260, 0.336, 0.243, 0.347, -0.875, 0.043, 0.983, -1.117, -0.805, 0.380, 0.070, 0.223, 0.194, 0.350, 0.023, 0.426, -1.166, 0.486, 0.787, -1.559, -0.812, 0.433, 0.300, 0.348, 0.002, 0.315, 0.344, 0.431, -0.665, -0.156, 0.626, -0.859, -0.470, 0.365, -0.087, 0.374, 0.216, 0.369, 0.096, 0.241, -0.063, 0.340, -0.319, -0.614, 0.438, -0.816, 0.473, 0.264, 0.202, -1.106, 0.421, -0.103, -0.698, 0.329, 0.306, 0.354, 0.109, 0.363, -0.760, 0.645, -0.350, -0.709, 0.359, 0.157, 0.222, 0.237, 0.246, -0.503, 0.752, 0.131, -0.732, 0.477, -0.282, 0.034, 0.349, 0.261]}

***

{"formula": "C36H84N10O12Pt", "method": "wB97M-V/def2-TZVPD", "total_energy_ha": -2991.57424, "spin_multiplicity": 3, "charge": 0, "e_homo_ev": [-6.83, -6.71], "e_above_lowest_kcal_mol": 19.9, "homo_lumo_gap_ev": [6.84, 6.72], "symbols": ["Pt", "C", "C", "C", "O", "H", "H", "H", "H", "H", "H", "H", "C", "C", "C", "O", "H", "H", "H", "H", "H", "H", "H", "C", "O", "N", "C", "C", "H", "H", "H", "H", "H", "H", "H", "C", "O", "N", "C", "C", "H", "H", "H", "H", "H", "H", "H", "C", "O", "N", "C", "C", "H", "H", "H", "H", "H", "H", "H", "C", "O", "N", "C", "C", "H", "H", "H", "H", "H", "H", "H", "C", "O", "N", "C", "C", "H", "H", "H", "H", "H", "H", "H", "C", "O", "N", "C", "C", "H", "H", "H", "H", "H", "H", "H", "C", "O", "N", "C", "C", "H", "H", "H", "H", "H", "H", "H", "C", "O", "N", "C", "C", "H", "H", "H", "H", "H", "H", "H", "C", "O", "N", "C", "C", "H", "H", "H", "H", "H", "H", "H", "C", "O", "N", "C", "C", "H", "H", "H", "H", "H", "H", "H"], "coordinates": [[0.42854, 1.76584, 2.53362], [0.95800, 0.32874, -0.94427], [-0.40481, -0.00016, -0.34588], [-0.67347, -1.48564, -0.30565], [-0.57614, 0.56950, 0.91377], [1.14867, 1.39355, -1.07814], [0.92207, -0.11382, -1.93973], [1.79445, -0.15957, -0.44425], [-1.05700, 0.51724, -1.04946], [-1.69357, -1.60745, 0.05854], [-0.17304, -2.11806, 0.42764], [-0.56332, -1.96573, -1.27801], [3.17438, -0.84475, 4.19898], [3.59527, 0.29613, 3.22431], [4.29015, -0.39976, 1.96680], [2.52495, 1.15281, 2.79863], [2.66600, -1.73196, 3.82149], [2.58959, -0.55666, 5.07255], [4.07729, -1.29649, 4.60982], [4.28514, 0.92801, 3.78369], [3.71647, -1.24498, 1.58654], [5.26068, -0.85184, 2.17122], [4.27543, 0.28296, 1.11724], [-1.48381, 3.70491, -2.47825], [-0.58257, 3.83886, -3.27574], [-2.18435, 4.73172, -1.93324], [-2.99909, 4.50599, -0.73366], [-1.97243, 6.14690, -2.39194], [-1.69896, 2.70011, -2.08291], [-3.25466, 3.47004, -0.51099], [-3.92137, 5.08303, -0.66639], [-2.42146, 4.90788, 0.09876], [-1.39479, 6.77591, -1.71462], [-1.59580, 6.18292, -3.41416], [-2.95639, 6.61587, -2.39394], [-2.71383, 2.55040, 2.69248], [-1.51397, 2.81382, 2.53843], [-3.58218, 3.48145, 3.10225], [-3.06612, 4.79193, 3.47452], [-5.00563, 3.37962, 2.98798], [-3.20384, 1.59065, 2.46670], [-2.00944, 4.94526, 3.69368], [-3.42359, 5.04510, 4.47263], [-3.48693, 5.61715, 2.90004], [-5.22845, 2.40839, 2.54620], [-5.55584, 3.48003, 3.92355], [-5.24876, 4.24498, 2.37144], [1.33783, -2.38449, -4.07415], [2.54886, -2.50963, -3.83795], [0.47829, -3.38067, -4.41589], [-0.97835, -3.03666, -4.60443], [0.85408, -4.77941, -4.37675], [0.86873, -1.38916, -4.11250], [-1.57978, -3.22131, -3.71433], [-1.37525, -3.67084, -5.39714], [-1.12480, -2.01377, -4.95134], [1.90631, -4.96700, -4.16292], [0.35401, -5.40229, -3.63509], [0.59155, -5.27683, -5.31043], [-4.70037, 0.06828, -0.33781], [-5.47506, 0.76524, 0.35466], [-5.07566, -1.05471, -0.97920], [-4.20850, -1.99629, -1.70829], [-6.49912, -1.48051, -0.88113], [-3.67281, 0.38306, -0.57709], [-3.12132, -2.01370, -1.63192], [-4.53646, -2.21827, -2.72380], [-4.47826, -2.90527, -1.17063], [-7.16623, -0.95601, -0.19706], [-6.96807, -1.49999, -1.86490], [-6.67611, -2.51209, -0.57681], [1.05908, 4.13567, 0.21689], [0.82303, 3.63755, 1.32345], [1.52454, 5.39410, 0.03005], [1.73126, 6.02930, -1.26051], [1.94472, 6.27105, 1.11936], [0.78480, 3.60829, -0.70984], [1.00184, 6.74814, -1.63376], [1.73487, 5.24163, -2.01395], [2.70232, 6.52216, -1.30763], [1.29206, 7.14403, 1.11367], [1.87947, 5.79220, 2.09636], [2.95707, 6.64850, 0.97522], [5.81920, -1.52773, -3.25311], [6.76355, -1.13748, -3.91417], [5.82979, -1.73667, -1.93223], [4.61971, -2.34333, -1.40057], [7.00670, -1.54825, -1.06159], [4.85909, -1.77854, -3.73005], [4.00306, -2.72436, -2.21459], [3.98678, -1.60625, -0.90641], [4.75007, -3.15009, -0.67927], [7.70603, -0.90627, -1.59722], [6.64952, -1.08067, -0.14406], [7.50015, -2.48090, -0.78813], [-0.77299, -0.23947, 5.17955], [-0.38858, 0.59813, 4.34041], [-0.77839, -1.56817, 4.98017], [-1.04058, -2.55685, 6.03916], [-0.31254, -2.07824, 3.68575], [-1.07526, 0.06746, 6.19277], [-1.87174, -3.09419, 5.58250], [-1.45559, -2.12821, 6.95137], [-0.16935, -3.18125, 6.23715], [-1.15250, -2.47871, 3.11812], [0.16319, -1.36963, 3.00778], [0.34482, -2.91936, 3.90594], [2.54154, -4.42804, 1.28358], [3.63553, -4.57413, 1.78851], [2.19699, -4.99118, 0.10391], [3.21036, -5.57814, -0.80368], [0.80623, -5.01955, -0.35735], [1.71233, -3.91278, 1.79262], [4.14681, -5.77473, -0.28166], [3.46900, -4.84199, -1.56479], [2.88883, -6.51127, -1.26625], [0.60448, -4.14273, -0.97265], [0.47421, -5.92472, -0.86581], [0.08812, -4.97806, 0.46161], [-4.72868, -1.42482, 4.28968], [-5.67975, -1.02704, 5.05632], [-4.84152, -2.37266, 3.29387], [-3.75769, -2.51083, 2.17861], [-5.91400, -3.31948, 3.25123], [-3.75246, -0.92230, 4.20806], [-3.20226, -1.57391, 2.22088], [-4.11364, -2.51447, 1.14837], [-3.05464, -3.33474, 2.30106], [-6.42726, -3.27748, 2.29056], [-5.45123, -4.30634, 3.25611], [-6.66622, -3.24493, 4.03654], [3.75385, 3.60586, -3.92847], [3.96612, 3.66040, -2.69928], [3.47492, 2.47070, -4.61757], [3.19918, 1.20570, -3.96969], [3.10540, 2.47874, -6.03588], [3.99643, 4.48726, -4.54206], [2.19237, 1.27947, -3.55860], [3.84320, 1.12160, -3.09433], [3.30750, 0.29643, -4.56097], [3.90471, 1.85366, -6.43396], [2.12784, 1.99784, -6.07105], [3.15924, 3.42656, -6.57145]], "mulliken_spin": [1.544, -0.012, -0.002, 0.016, 0.128, 0.001, -0.006, 0.002, 0.009, -0.003, 0.000, 0.001, -0.005, 0.012, 0.000, 0.110, 0.001, 0.002, -0.001, 0.009, -0.003, 0.001, 0.001, 0.001, 0.000, 0.000, 0.000, 0.000, 0.000, 0.000, 0.000, 0.000, 0.000, 0.000, 0.000, -0.006, 0.091, 0.002, -0.001, 0.001, 0.000, 0.000, 0.000, 0.000, 0.000, 0.000, 0.000, 0.000, 0.000, 0.000, 0.000, 0.000, 0.000, 0.000, 0.000, 0.000, 0.000, 0.000, 0.000, 0.001, 0.000, 0.000, 0.000, 0.000, 0.000, 0.000, 0.000, 0.000, 0.000, 0.000, 0.000, -0.011, 0.054, 0.004, 0.001, -0.001, 0.005, 0.000, 0.000, 0.000, 0.000, 0.000, 0.000, 0.000, 0.000, 0.000, 0.000, 0.000, 0.000, 0.000, 0.000, 0.000, 0.000, 0.000, 0.000, 0.020, 0.032, -0.001, 0.000, 0.005, 0.001, 0.000, 0.000, 0.000, -0.001, -0.002, -0.001, 0.000, 0.000, 0.000, 0.000, -0.001, 0.000, 0.000, 0.000, 0.000, 0.001, 0.000, 0.000, 0.001, 0.000, 0.000, -0.001, 0.000, 0.000, 0.000, 0.000, 0.000, 0.000, 0.000, 0.000, 0.000, 0.000, 0.000, 0.000, 0.000, 0.000, 0.000, 0.000, 0.000, 0.000, 0.000, 0.000]}

***

Which formula does entry 1 have? C32H74N10O16